(1)
Molecular formula: C38H54FN11O4PS
Method: DFT, wB97M-V/def2-TZVPD

Each line ends with the Mulliken charge.
Positions of all 110 atoms, in Å:
N: -0.82646 -3.56958 1.74670  -0.287
C: -2.13739 -3.01895 2.26713  0.407
O: -2.09768 -1.98370 3.11691  -0.582
C: -3.52898 -3.74265 1.78917  -0.531
C: -4.29436 -2.99771 0.53383  -0.809
C: -3.93016 -1.38383 0.50460  -0.104
C: -2.79632 -0.89662 -0.59972  0.488
C: -1.99529 -1.87882 -1.64124  0.063
O: -0.97712 -2.65096 -1.17890  -0.429
O: -2.25341 -1.98223 -3.10238  -0.221
S: -3.83569 -2.58789 -3.38297  -0.095
C: -2.42623 0.70057 -0.61967  -0.108
P: -1.08743 1.40319 -1.81253  0.487
O: -1.51602 1.23225 -3.32913  -0.634
C: -3.21973 1.71663 0.42809  -0.297
N: -4.27165 1.23297 1.44305  0.374
C: -4.97230 2.13469 2.43470  0.092
C: -4.87173 3.73871 2.11347  -0.826
C: -6.29917 4.48275 2.55479  -0.332
F: -7.33035 4.13959 1.50896  -0.343
C: -4.64685 -0.26232 1.51726  0.551
C: -5.72457 -0.88315 2.60238  -0.733
C: -7.29838 -0.68895 2.18710  0.491
N: -7.53340 -0.11315 0.80768  -0.506
N: -8.08305 0.21775 3.15857  -0.577
N: -8.03270 -2.04445 2.25645  -0.716
H: -0.64293 -4.54792 2.05987  0.119
H: -0.01898 -2.92980 1.91608  0.272
H: -3.29615 -4.85535 1.45180  0.379
H: -4.24607 -3.79358 2.72299  0.328
H: -5.47100 -3.18668 0.58646  0.318
H: -3.95747 -3.50217 -0.49323  0.369
H: -4.66132 -1.43262 -3.20849  0.192
H: -0.94967 2.81930 -1.53563  0.100
H: 0.21511 0.79689 -1.51359  0.191
H: -2.88480 2.85605 0.36750  0.273
H: -6.13727 1.87739 2.47195  -0.013
H: -4.50857 1.96432 3.50052  0.274
H: -4.70846 4.01490 0.98740  0.284
H: -3.98390 4.20561 2.75736  0.364
H: -6.08833 5.64480 2.40049  0.192
H: -6.64206 4.21140 3.64107  0.323
H: -5.53032 -2.03602 2.84374  -0.130
H: -5.51491 -0.32524 3.63290  0.471
H: -7.15812 -0.78190 0.09923  0.227
H: -8.58472 -0.10553 0.64258  0.390
H: -8.73658 -0.36179 3.74931  0.307
H: -7.43751 0.68996 3.82879  0.256
H: -9.06733 -1.81807 2.16057  0.339
H: -7.96222 -2.37881 3.26455  0.309
N: 0.89318 -6.32840 3.63524  -0.029
C: 0.07197 -6.40380 4.72998  -0.411
C: 0.85018 -6.25821 5.85665  -0.604
C: 2.18699 -6.08292 5.42600  -0.159
C: 2.18411 -6.12757 4.04980  -0.660
H: 0.59344 -6.40760 2.67216  0.251
H: -0.99276 -6.55578 4.61393  0.384
H: 0.49342 -6.27510 6.87830  0.389
H: 3.05790 -5.93892 6.05231  0.475
H: 2.98823 -6.03518 3.33200  0.383
N: 1.03715 0.25611 -4.77968  0.102
C: 1.24754 -1.04161 -5.16723  -0.458
C: 2.28356 -1.05230 -6.07428  -0.541
C: 2.71714 0.28540 -6.23494  -0.317
C: 1.93220 1.07182 -5.42171  -0.623
H: 0.33239 0.56364 -4.12212  0.301
H: 0.64261 -1.84401 -4.76669  0.418
H: 2.68460 -1.92900 -6.56612  0.385
H: 3.51639 0.63710 -6.87447  0.357
H: 1.93308 2.13935 -5.24640  0.357
N: 6.23528 -0.25367 -7.60739  0.091
C: 7.27002 -0.93039 -8.19891  -0.519
C: 8.28786 -0.03261 -8.43173  -0.687
C: 7.85395 1.22877 -7.95857  -0.037
C: 6.58438 1.06266 -7.45207  -0.304
H: 5.35261 -0.66186 -7.32829  0.141
H: 7.19308 -1.98966 -8.40442  0.358
H: 9.24047 -0.26170 -8.89148  0.386
H: 8.40818 2.15811 -7.98393  0.200
H: 5.90083 1.76686 -6.99685  0.369
N: 5.30117 -6.77410 8.06862  0.000
C: 6.05474 -6.55478 6.94499  -0.399
C: 7.22340 -5.93670 7.33022  -0.467
C: 7.17552 -5.78320 8.73642  -0.378
C: 5.97894 -6.31155 9.16652  -0.491
H: 4.38825 -7.20992 8.08523  0.224
H: 5.69515 -6.85505 5.96992  0.386
H: 8.02445 -5.63063 6.66994  0.392
H: 7.93269 -5.33603 9.36746  0.380
H: 5.55234 -6.39654 10.15704  0.363
N: 9.18520 4.65640 -9.26752  0.062
C: 9.66325 5.73094 -9.97134  -0.551
C: 9.27025 6.87716 -9.31717  -0.354
C: 8.53429 6.47974 -8.17539  -0.555
C: 8.49989 5.10326 -8.16781  -0.181
H: 9.31812 3.68561 -9.51960  0.183
H: 10.23925 5.58840 -10.87584  0.365
H: 9.49091 7.89008 -9.62801  0.382
H: 8.07900 7.12785 -7.43772  0.367
H: 8.04650 4.40541 -7.47657  0.294
N: -4.29883 7.41923 4.11529  0.054
C: -3.54526 7.63856 2.99165  -0.318
C: -2.37660 8.25664 3.37689  -0.545
C: -2.42448 8.41014 4.78308  -0.375
C: -3.62106 7.88178 5.21318  -0.517
H: -5.21175 6.98341 4.13190  0.185
H: -3.90485 7.33829 2.01659  0.383
H: -1.57555 8.56271 2.71660  0.397
H: -1.66731 8.85731 5.41412  0.388
H: -4.04766 7.79680 6.20371  0.374

Force components x, y, z for each atom (eV/Å):
N -2.66 0.79 1.36
C 2.20 3.02 3.24
O -0.90 -5.43 -5.24
C 0.25 -0.54 0.36
C 0.06 0.38 -0.28
C 1.15 2.82 -1.12
C -1.96 3.04 2.14
C 5.46 -4.77 1.36
O -7.07 5.76 -2.84
O -0.85 0.78 3.99
S -0.40 1.27 0.34
C -3.21 -1.29 3.60
P -1.61 -0.25 -4.17
O 1.38 0.11 4.69
C 0.46 -3.46 -0.73
N 1.77 -3.47 -2.76
C -1.10 1.41 0.85
C -0.44 0.43 0.59
C 1.07 0.50 -1.70
F 2.28 0.47 2.71
C 2.39 -0.85 -2.58
C 0.64 0.77 0.56
C -2.41 -0.27 0.35
N -0.09 -1.21 0.68
N 1.34 -0.84 0.50
N 0.15 0.92 1.38
H -0.33 1.24 -0.50
H -1.21 -0.81 0.27
H -0.43 2.40 0.73
H 1.60 0.20 -1.85
H 2.58 0.65 0.13
H -0.53 1.46 2.26
H 1.30 -1.11 -0.27
H -0.14 -1.03 0.50
H -1.25 0.39 0.20
H -1.21 -2.73 0.55
H 2.66 0.25 -0.45
H -0.82 0.11 -2.14
H -0.40 -0.76 2.13
H -1.98 -0.88 -1.45
H -0.75 -2.56 0.56
H 0.33 0.43 -2.34
H -0.12 2.70 -1.04
H -0.48 -1.15 -2.26
H -0.34 0.59 0.78
H 1.80 0.19 0.48
H 1.15 0.83 -0.94
H -0.82 -0.44 -0.75
H 1.67 -0.33 -0.08
H -0.02 0.36 -1.59
N -0.05 0.13 -0.12
C -0.12 -0.01 0.21
C -0.43 -0.04 -0.14
C 0.23 0.01 -0.35
C 0.21 0.02 0.06
H 0.23 -0.14 0.39
H 0.17 -0.02 0.07
H 0.04 0.00 -0.19
H -0.12 0.03 -0.14
H -0.11 -0.03 0.16
N 0.29 -0.08 0.01
C 0.03 -0.01 -0.02
C -0.20 -0.27 0.18
C 0.00 0.33 0.12
C 0.03 0.00 0.01
H -0.11 -0.04 -0.43
H 0.10 0.11 -0.10
H -0.10 0.12 0.08
H -0.19 0.03 0.07
H 0.01 -0.18 -0.09
N 0.08 0.04 0.02
C 0.06 0.00 -0.07
C -0.06 -0.41 -0.05
C -0.30 0.18 0.14
C -0.03 0.08 -0.02
H 0.35 0.15 -0.06
H 0.05 0.20 0.01
H -0.17 0.01 0.09
H -0.11 -0.19 0.08
H 0.14 -0.09 -0.08
N -0.03 -0.02 0.01
C 0.05 0.08 -0.10
C -0.19 -0.13 -0.34
C -0.21 -0.06 0.35
C 0.05 0.08 0.07
H 0.38 0.13 0.00
H 0.09 0.04 0.15
H -0.15 -0.07 0.10
H -0.14 -0.09 -0.10
H 0.11 0.03 -0.17
N 0.03 0.03 0.04
C -0.01 0.07 -0.04
C 0.22 -0.11 -0.33
C -0.14 -0.30 0.23
C -0.07 0.03 0.04
H -0.07 0.38 0.07
H -0.11 0.06 0.16
H -0.02 -0.19 0.04
H 0.08 -0.13 -0.12
H 0.06 0.16 -0.10
N -0.07 -0.17 0.05
C 0.13 0.00 -0.15
C -0.16 -0.19 -0.34
C -0.23 -0.10 0.34
C 0.10 0.08 0.12
H 0.35 0.29 0.05
H 0.06 0.13 0.10
H -0.16 -0.04 0.10
H -0.16 -0.08 -0.11
H 0.10 0.06 -0.17

Summary:
highest occupied orbital energy = -8.9 eV
net charge = +1
energy = -87682.148 eV
maximum force = 9.56 eV/Å

---

(2)
Molecular formula: C39H48N4P
Method: DFT, wB97M-V/def2-TZVPD

Each line ends with the Mulliken charge.
Positions of all 92 atoms, in Å:
C: 5.15536 2.90954 5.95003  -1.476
C: 4.30704 2.01076 5.09746  0.502
C: 3.16451 1.41416 5.64331  -1.254
C: 2.35505 0.58796 4.87680  1.721
C: 1.19844 -0.08993 5.55708  -1.589
C: 2.69714 0.35566 3.53482  0.258
N: 1.87517 -0.59694 2.84943  0.417
P: 0.17929 -0.64441 3.16528  -0.043
H: 0.85930 0.42113 -0.32452  -0.306
N: 0.10119 -2.05365 2.19635  0.354
C: -1.13517 -2.73088 1.98260  0.110
C: -1.41189 -3.38403 0.76457  1.279
C: -0.47585 -3.36146 -0.40758  -1.630
C: -2.61367 -4.09178 0.68135  -1.204
C: -3.48124 -4.19179 1.77305  0.572
C: -4.72051 -5.01511 1.64101  -1.515
C: -3.15464 -3.57631 2.98471  -1.411
C: -2.00271 -2.80607 3.08285  1.534
C: -1.64571 -2.21985 4.41186  -1.435
C: 1.34562 -2.60398 1.93394  -0.819
C: 2.34152 -1.76077 2.27782  -0.308
C: 3.89579 0.86302 2.98442  1.274
C: 4.42648 0.48958 1.63469  -2.160
C: 4.66547 1.71934 3.77903  -1.141
H: 5.96934 3.35216 5.36489  0.362
H: 4.56358 3.72667 6.38535  0.359
H: 5.57882 2.32985 6.78307  0.330
H: 2.92176 1.58891 6.69739  0.366
H: 1.21864 -1.18780 5.43160  0.325
H: 1.29081 0.09922 6.63278  0.461
H: 0.21975 0.36680 5.29463  0.314
H: -0.93386 -3.87756 -1.25802  0.335
H: -0.22825 -2.35094 -0.75675  0.388
H: 0.45835 -3.90062 -0.20594  0.309
H: -2.85806 -4.60455 -0.25390  0.431
H: -5.21945 -5.06400 2.61038  0.356
H: -5.42046 -4.59612 0.90726  0.336
H: -4.45368 -6.02563 1.30693  0.358
H: -3.80228 -3.73953 3.85533  0.270
H: -2.40181 -2.50979 5.14518  0.470
H: -0.68464 -2.61139 4.77741  0.279
H: -1.66309 -1.11210 4.42320  0.325
H: 1.41664 -3.57714 1.49614  0.600
H: 3.39556 -1.87255 2.18913  0.579
H: 5.06776 1.29523 1.24699  0.519
H: 5.07444 -0.39781 1.68719  0.461
H: 3.63146 0.30346 0.90312  0.263
H: 5.57386 2.16939 3.36598  0.339
C: 3.08158 6.43761 -3.05058  -0.968
N: 2.46439 6.10371 -1.77766  0.234
C: 1.96328 7.26588 -1.06108  -0.946
C: 2.04396 4.79385 -1.52977  -0.254
C: 2.87105 3.91632 -0.78507  -0.349
C: 2.57373 2.56786 -0.74633  -0.361
C: 1.40860 2.07617 -1.34574  0.252
C: 1.07094 0.60563 -1.34090  0.174
C: -0.23104 0.24182 -1.97235  -0.249
C: -0.36825 -0.81531 -2.79113  -0.754
C: -1.58764 -1.13993 -3.49295  0.555
C: -1.73746 -2.46840 -3.97442  -0.711
C: -2.86652 -2.84302 -4.67752  -0.556
C: -3.85905 -1.85722 -4.94257  0.031
N: -4.97488 -2.22245 -5.67443  0.175
C: -6.31906 -1.91821 -5.23756  -1.119
C: -4.86323 -2.55219 -7.07664  -0.964
C: -3.75559 -0.55200 -4.40498  -0.316
C: -2.61570 -0.18682 -3.69690  -0.724
C: 0.50024 2.98439 -1.87191  -0.708
C: 0.82891 4.31187 -2.04845  -0.507
H: 3.60304 5.55892 -3.45888  0.283
H: 2.34048 6.80008 -3.78615  0.312
H: 3.80413 7.24173 -2.85843  0.336
H: 1.66442 6.96529 -0.04776  0.286
H: 2.80327 7.98063 -1.01122  0.335
H: 1.10521 7.73115 -1.58391  0.287
H: 3.74460 4.33931 -0.28367  0.416
H: 3.25950 1.90660 -0.22687  0.130
H: 1.89309 -0.07426 -1.65906  0.350
H: -1.11156 0.77270 -1.59527  0.691
H: 0.49187 -1.46821 -2.97634  0.411
H: -0.94822 -3.20008 -3.75426  0.386
H: -3.05394 -3.88261 -4.98882  0.431
H: -6.35862 -1.86311 -4.14379  0.319
H: -6.67245 -0.97527 -5.68007  0.350
H: -6.95741 -2.73676 -5.58618  0.350
H: -3.82817 -2.81660 -7.32459  0.325
H: -5.53015 -3.39701 -7.29217  0.295
H: -5.17483 -1.69453 -7.70178  0.284
H: -4.55142 0.17081 -4.60847  0.386
H: -2.47656 0.82116 -3.28821  0.383
H: -0.48748 2.64271 -2.14035  0.427
H: 0.17176 4.97942 -2.60450  0.424

Force components x, y, z for each atom (eV/Å):
C 0.12 0.11 0.13
C -0.10 -0.06 -0.11
C 0.28 0.22 -0.22
C 0.29 0.22 0.09
C -0.22 0.46 0.91
C 1.03 -0.08 0.43
N -1.69 -0.56 0.50
P 1.78 -0.28 -3.42
H 0.25 -0.67 1.83
N 0.80 0.89 1.24
C -0.67 -0.74 -0.02
C -0.21 0.13 0.40
C 0.18 -0.19 -0.48
C 0.26 0.26 0.29
C 0.24 0.03 -0.16
C -0.19 -0.19 0.08
C -0.17 -0.10 -0.60
C 0.06 -0.47 -0.12
C -0.53 0.17 0.69
C -0.50 0.57 -0.26
C -0.20 0.61 0.15
C -0.38 0.01 0.45
C 0.14 0.05 -0.51
C -0.38 -0.01 0.33
H -0.13 -0.12 0.22
H 0.13 -0.22 -0.13
H -0.01 0.23 -0.21
H 0.06 -0.05 -0.43
H -0.21 0.40 -0.04
H 0.01 -0.15 -0.14
H 0.51 -0.45 0.25
H -0.02 0.14 0.18
H -0.03 -0.14 0.27
H -0.22 0.15 -0.09
H 0.06 0.20 0.32
H -0.12 -0.19 -0.18
H 0.18 -0.04 0.15
H -0.20 0.15 0.13
H 0.29 0.25 -0.38
H 0.09 -0.05 -0.04
H -0.12 0.27 -0.03
H -0.08 -0.64 0.19
H 0.11 -0.15 -0.05
H 0.44 -0.35 -0.13
H -0.29 -0.22 0.10
H -0.22 0.12 0.03
H 0.21 -0.08 0.18
H -0.33 -0.24 0.09
C -0.22 -0.29 0.23
N 0.89 0.97 0.15
C 0.06 -0.59 -0.18
C -0.44 -0.71 0.02
C -0.49 0.75 -0.59
C -0.08 -0.11 -0.01
C 0.13 0.20 -0.08
C -0.02 -0.09 -0.26
C 0.17 -0.98 -0.40
C 0.46 1.08 0.59
C -1.02 -0.79 -0.46
C 0.08 0.61 0.15
C -0.53 0.67 -0.11
C 0.38 0.09 0.71
N -0.47 -0.72 -0.13
C 0.43 0.23 -0.15
C 0.00 0.03 0.05
C 0.34 -0.45 -0.17
C 0.45 -0.77 0.18
C -0.08 -0.23 -0.15
C 0.80 0.47 0.45
H -0.16 0.35 0.09
H 0.22 -0.08 -0.01
H -0.03 -0.15 -0.29
H 0.05 0.23 -0.26
H -0.52 -0.01 0.16
H 0.19 0.06 0.27
H -0.17 -0.21 -0.28
H -0.14 -0.03 -0.21
H -0.43 0.64 0.06
H 0.26 -0.07 -0.44
H -0.11 0.35 -0.11
H -0.32 0.32 -0.15
H 0.20 0.66 0.03
H -0.04 0.03 -0.26
H -0.26 -0.04 0.16
H -0.16 0.19 0.14
H -0.32 0.03 0.03
H 0.20 0.09 -0.19
H 0.13 -0.23 -0.01
H 0.29 -0.28 0.09
H -0.18 -0.38 -0.36
H 0.07 -0.01 -0.45
H 0.11 -0.07 0.25

Summary:
highest occupied orbital energy = -9.1 eV
net charge = +1
energy = -56463.819 eV
maximum force = 3.87 eV/Å

---

(3)
Molecular formula: C4H26BO21
Method: DFT, wB97M-V/def2-TZVPD

Each line ends with the natural charge from an NBO analysis.
Positions of all 52 atoms, in Å:
O: -0.44225 -0.58458 3.01881  -0.610
C: -0.33725 -0.50258 1.73981  0.681
O: -0.79225 0.44742 1.05381  -0.620
B: -0.01025 0.36842 -0.21419  1.158
O: 0.82775 -0.89958 -0.11519  -0.598
C: 0.47375 -1.40058 0.99781  0.667
O: 1.12775 -2.28358 1.55681  -0.603
O: 0.77275 1.47842 -0.51119  -0.650
C: 0.31575 2.03042 -1.57819  0.707
O: 0.61675 3.07142 -1.99219  -0.566
C: -0.79925 1.26442 -2.17619  0.692
O: -0.96025 0.24942 -1.38219  -0.624
O: -1.17225 1.26342 -3.36119  -0.571
O: 2.69575 2.90042 0.88281  -0.942
H: 2.46775 2.29542 0.19581  0.474
H: 3.57375 2.55542 1.19581  0.465
O: 4.05975 -1.93658 -0.03019  -0.962
H: 3.84975 -2.31458 -1.00019  0.482
H: 3.35475 -1.40458 0.30981  0.480
O: -2.19725 -1.68558 -4.20119  -1.030
H: -2.71725 -0.93458 -4.37819  0.503
H: -1.72625 -1.94058 -3.40019  0.510
O: 3.33975 -1.60858 3.35181  -0.988
H: 2.75475 -2.02358 2.76381  0.502
H: 3.08975 -1.32158 4.24781  0.484
O: 1.30275 -4.99158 0.03781  -0.983
H: 0.40375 -4.55258 0.23581  0.480
H: 2.10575 -4.41258 0.34381  0.503
O: -0.26825 5.79642 -1.21219  -0.946
H: 0.08275 5.83142 -0.35419  0.467
H: -0.01825 5.02442 -1.61819  0.479
O: -3.38025 1.26642 0.24681  -0.946
H: -2.42125 1.14842 0.49281  0.478
H: -3.69425 1.32342 1.10981  0.460
O: -2.40525 -2.14958 0.47081  -0.942
H: -3.12925 -1.82758 -0.03719  0.486
H: -2.74525 -2.03558 1.29481  0.465
O: -3.52525 0.81742 -4.17119  -0.959
H: -4.14025 1.59142 -4.00519  0.470
H: -2.73525 1.04142 -3.87419  0.475
O: -0.50425 -3.03158 -2.24319  -0.918
H: -0.48925 -3.89558 -2.07919  0.462
H: -0.63625 -2.68258 -1.39519  0.467
O: -0.14525 -3.24358 4.92781  -0.979
H: 0.42475 -3.12258 5.63581  0.459
H: 0.09475 -2.55258 4.10781  0.514
O: 3.39175 3.79542 -1.92919  -1.006
H: 3.48975 4.70642 -1.59119  0.478
H: 2.40175 3.44942 -2.07819  0.503
O: -1.82725 2.12442 3.22681  -0.958
H: -2.19825 2.31942 4.20581  0.462
H: -1.60025 1.17842 3.27781  0.488

Force components x, y, z for each atom (eV/Å):
O -0.17 0.12 -4.51
C -2.01 -0.38 8.76
O 0.37 1.73 -2.05
B -1.49 -1.96 -1.65
O -1.28 1.99 -2.05
C 4.89 -3.69 2.11
O -1.52 0.13 -0.78
O 1.41 0.07 1.23
C -1.79 0.40 -0.21
O 1.93 3.80 -1.66
C -0.13 -3.08 -3.95
O -0.58 -0.77 1.58
O 1.05 1.42 3.26
O 1.75 0.00 1.60
H -0.32 -0.48 -0.79
H -1.26 0.65 -0.42
O 0.78 -2.10 -3.35
H 0.17 1.74 3.61
H -0.98 0.28 -0.29
O 1.13 -2.92 -1.26
H -0.67 1.57 1.03
H -0.47 1.02 0.15
O 2.84 1.49 1.58
H -2.09 -0.80 -0.33
H -0.79 -0.69 -1.24
O 0.16 1.65 0.71
H 2.77 -0.54 -0.03
H -2.94 -1.10 -0.62
O -1.89 3.23 -0.35
H 0.81 -0.24 1.64
H 1.10 -2.97 -1.27
O 2.45 -0.49 -1.50
H -1.33 0.16 -0.82
H -1.50 0.44 2.40
O 1.99 -0.76 -2.86
H -0.68 0.54 -1.41
H -1.10 0.25 4.24
O -7.82 -0.19 -2.21
H 1.28 -1.59 -0.31
H 5.81 1.75 2.21
O 0.07 4.62 -2.36
H 0.22 -5.84 0.51
H -0.33 1.34 1.88
O -1.25 1.90 -5.32
H 1.90 0.74 1.70
H -0.69 -2.51 3.49
O -1.84 -1.11 -0.75
H -1.02 -0.91 -0.24
H 3.04 2.16 0.88
O -1.54 0.41 3.53
H 1.34 -0.67 -3.50
H 0.23 0.19 0.04

Summary:
highest occupied orbital energy = -7.8 eV
net charge = -1
energy = -48248.670 eV
maximum force = 9.00 eV/Å
energy above the lowest of the compared OMol25 structures with the same formula, charge and spin = 124.5 kcal/mol

---

Number 1: HOMO-LUMO gap 3.55 eV. Number 2: HOMO-LUMO gap 5.27 eV. Number 3: HOMO-LUMO gap 9.34 eV.